The molecule C22H23N3O4, computed with ωB97M-V/def2-TZVPD.

Properties
2S+1: 1
ΔE to the lowest compared entry with this formula, charge and spin: 15.0 kJ/mol
Orbital gap: 8.828 eV

Each line ends with the natural charge from an NBO analysis.
CARTESIAN COORDINATES (ANGSTROEM)
C: -2.55 -3.61 -2.41  -0.16
H: 3.29 2.81 1.79  0.22
H: 1.80 3.51 -1.43  0.21
H: 1.22 0.84 5.41  0.20
H: -0.07 0.76 3.22  0.20
C: 1.88 0.07 5.03  -0.60
H: 2.13 0.99 -1.89  0.21
C: -1.51 -2.22 -0.47  0.70
O: 0.17 3.56 1.96  -0.62
C: -0.11 -0.91 1.84  -0.39
H: 1.83 -1.59 3.67  0.19
C: 2.69 0.96 -0.96  -0.18
H: 0.32 -1.32 4.54  0.20
O: -2.82 0.37 1.04  -0.59
C: -1.92 -1.35 -4.00  -0.19
H: -2.79 -4.46 -1.79  0.24
C: 1.71 3.19 -0.39  -0.25
C: -1.70 0.81 0.95  0.69
H: 4.67 0.84 2.34  0.22
C: 0.61 -0.01 2.85  -0.40
H: 1.92 4.03 0.28  0.23
O: -0.64 0.75 -2.03  -0.61
C: -1.63 -1.38 -2.65  -0.07
C: -0.51 -0.11 0.60  -0.15
H: 1.45 0.49 2.36  0.20
H: 0.56 -1.71 1.53  0.22
O: -1.59 -2.93 0.49  -0.52
H: 2.72 0.57 4.54  0.20
H: -2.16 2.61 1.68  0.42
H: 3.49 -0.99 -1.33  0.21
N: -0.94 -0.94 -0.51  -0.46
C: -1.02 -0.37 -1.77  0.70
C: -2.85 -3.58 -3.77  -0.19
C: 4.16 -0.20 0.54  -0.22
H: 0.36 0.45 0.26  0.25
H: -3.33 -4.43 -4.22  0.22
C: -2.54 -2.48 -4.55  -0.19
C: -1.94 -2.49 -1.86  -0.13
H: -2.78 -2.49 -5.60  0.22
C: 3.35 1.98 1.10  -0.21
H: -1.68 -0.49 -4.60  0.23
N: -1.42 2.12 1.19  -0.68
H: -0.08 2.17 -0.86  0.44
C: 2.63 2.04 -0.09  -0.05
N: 0.34 2.77 -0.16  -0.63
H: 2.26 -0.51 5.86  0.21
H: -0.99 -1.36 2.30  0.23
H: 4.75 -1.07 0.78  0.22
C: 4.11 0.87 1.41  -0.21
C: 1.15 -0.82 4.03  -0.39
C: 3.45 -0.16 -0.65  -0.22
C: -0.22 2.87 1.06  0.79

A structure of composition C22H23N5O4S, computed with ωB97M-V/def2-TZVPD.

Properties
2S+1: 1
ΔE to the lowest compared entry with this formula, charge and spin: 2077.6 kJ/mol
Orbital gap: 7.055 eV

Each line ends with the natural charge from an NBO analysis.
CARTESIAN COORDINATES (ANGSTROEM)
H: 6.21 3.50 0.34  0.21
O: 7.06 -2.03 -0.72  -0.69
O: -5.84 1.97 -0.02  -0.53
H: 8.34 0.12 -1.37  0.21
H: -10.40 -0.53 -0.53  0.19
C: -3.56 0.96 0.14  -0.33
H: -0.90 0.93 0.99  0.25
C: -7.21 -1.78 -0.26  -0.11
H: 2.10 1.30 1.51  0.33
C: 6.18 2.55 -0.64  -0.38
H: 6.64 1.39 1.43  0.23
H: 5.21 2.66 -1.24  0.26
C: -3.28 -1.58 0.44  -0.14
H: 8.26 2.29 -0.58  0.23
C: -5.38 -0.72 -0.14  0.32
S: 3.66 -3.19 0.14  0.17
C: 4.35 -1.38 0.85  0.31
H: 5.11 1.08 0.69  0.23
H: -9.20 -2.57 -0.60  0.19
H: -3.15 1.89 0.41  0.24
H: -4.84 3.32 0.83  0.14
C: 6.03 1.55 0.49  -0.24
N: 1.00 -2.58 -0.35  -0.57
H: -8.84 0.30 -0.33  0.20
C: -0.09 -1.69 -0.83  0.68
C: -9.41 -0.53 -0.42  -0.40
C: 2.11 -2.05 0.07  0.35
C: -2.66 -0.15 0.19  -0.03
C: -8.69 -1.71 -0.43  -0.17
N: 3.39 -0.63 1.13  -0.32
H: -5.07 -2.57 0.17  0.22
O: -0.90 -2.17 -1.35  -0.45
H: 6.60 0.58 -2.14  0.20
N: 6.53 0.18 -0.30  -0.42
C: -1.21 -0.05 0.56  -0.12
H: -6.18 3.81 -0.08  0.19
N: 2.13 -0.82 0.71  -0.31
H: -2.53 -2.22 0.26  0.22
C: -5.42 3.20 -0.10  -0.20
H: -7.16 -2.40 0.64  0.17
C: -0.17 -0.69 0.33  -0.20
N: 1.19 1.10 1.40  -0.66
C: 7.19 0.85 -1.37  -0.17
H: 5.89 -0.61 1.99  0.23
C: 6.57 -1.02 0.01  0.66
H: 6.07 -2.46 1.43  0.28
C: -4.60 -1.72 0.19  -0.33
O: -6.69 -0.64 -0.17  -0.44
C: 1.24 0.03 0.66  0.43
H: -6.93 -2.40 -1.13  0.17
C: 5.77 -1.49 1.32  -0.53
C: -4.83 0.72 0.06  0.33
H: -4.59 3.12 -0.93  0.15
C: 7.42 2.26 -1.21  -0.50
H: 7.44 2.73 -2.13  0.24

A structure of composition C22H23N8Pb, computed with ωB97M-V/def2-TZVPD.

Properties
2S+1: 1
Orbital gap (spin up / spin down): 5.984 / 5.979 eV
Charge: +1

Each line ends with the natural charge from an NBO analysis.
CARTESIAN COORDINATES (ANGSTROEM)
C: 6.02 5.26 10.02  -0.14
H: 11.82 11.87 6.12  0.23
C: 15.33 7.36 6.00  -0.24
H: 5.05 5.31 10.50  0.23
C: 12.69 10.64 8.38  -0.63
C: 13.70 6.01 7.84  0.14
N: 9.49 7.32 6.85  -0.05
N: 10.63 6.91 7.45  -0.43
H: 11.10 12.04 8.64  0.22
N: 9.54 5.11 10.82  -0.19
N: 8.39 5.02 8.71  -0.52
N: 10.17 8.86 8.11  -0.17
C: 10.18 10.20 8.73  -0.22
H: 9.22 10.66 8.49  0.25
C: 13.86 5.55 6.53  -0.26
Pb: 10.83 4.57 7.70  1.39
H: 5.09 5.15 8.10  0.24
H: 13.04 9.76 7.88  0.22
H: 7.31 4.90 6.96  0.21
H: 15.99 7.82 5.31  0.23
H: 11.00 10.35 6.07  0.21
H: 15.29 5.01 12.36  0.23
H: 13.33 4.87 13.81  0.23
C: 8.35 5.08 10.05  0.29
C: 11.00 11.31 6.61  -0.63
C: 12.91 5.26 9.97  0.20
N: 12.74 5.43 8.65  -0.77
N: 9.26 8.51 7.22  -0.01
H: 14.34 7.56 9.20  0.21
C: 14.19 5.26 10.56  -0.27
H: 13.39 11.48 8.15  0.24
H: 10.34 10.07 9.80  0.22
H: 12.82 10.53 9.45  0.21
H: 15.07 5.33 9.95  0.23
H: 11.03 5.06 12.83  0.24
C: 11.92 5.05 12.20  -0.17
C: 6.04 5.20 8.65  -0.24
C: 13.17 4.99 12.73  -0.25
C: 14.31 5.09 11.91  -0.13
C: 11.27 11.10 8.09  -0.22
C: 14.67 6.21 5.65  -0.18
C: 11.05 7.83 8.27  0.21
H: 10.04 11.83 6.36  0.23
C: 15.12 7.89 7.28  -0.20
C: 14.35 7.21 8.20  -0.25
C: 7.16 5.22 10.76  -0.22
H: 7.18 5.18 11.87  0.25
H: 15.72 8.80 7.57  0.23
C: 11.78 5.09 10.79  0.04
H: 11.92 7.77 8.92  0.27
H: 14.83 5.78 4.64  0.23
H: 13.38 4.60 6.22  0.20
C: 7.27 5.02 8.04  0.07
N: 10.57 5.02 10.14  -0.22

The molecule C22H24ClFN2O3, computed with ωB97M-V/def2-TZVPD.

Properties
2S+1: 1
ΔE to the lowest compared entry with this formula, charge and spin: 1.4 kJ/mol
Orbital gap: 9.161 eV

Each line ends with the natural charge from an NBO analysis.
CARTESIAN COORDINATES (ANGSTROEM)
C: -5.59 -3.15 0.39  0.40
C: -0.97 2.18 -0.57  -0.32
H: -4.24 3.34 -0.66  0.25
H: -4.27 -2.96 2.06  0.23
H: -1.61 0.51 0.62  0.21
H: -2.35 2.93 0.89  0.23
H: 2.36 3.10 1.45  0.25
C: -1.40 0.72 -0.43  -0.40
H: -3.19 2.98 -2.05  0.18
H: -0.61 0.04 -0.76  0.21
C: -2.14 3.08 -0.17  -0.39
O: 0.08 2.94 1.44  -0.64
C: 0.22 2.44 0.34  0.70
C: -4.49 -1.12 0.98  -0.17
H: 1.64 0.86 2.26  0.21
C: 5.27 0.28 0.91  -0.30
C: 6.50 -0.12 0.41  -0.20
C: -3.38 2.76 -1.00  -0.23
C: 4.14 -0.49 0.69  0.29
H: 1.83 0.28 -1.14  0.20
H: -6.88 -3.10 -1.31  0.23
H: -0.71 2.40 -1.61  0.21
H: 5.57 -2.99 -1.12  0.23
C: 2.62 1.00 1.80  -0.08
C: -5.97 -1.19 -0.92  -0.16
H: 5.22 1.19 1.48  0.22
N: 1.45 2.08 -0.10  -0.44
H: 1.01 1.55 -2.08  0.21
C: -4.90 0.99 -0.32  0.68
H: 2.73 1.70 -1.69  0.21
O: -5.77 1.79 -0.03  -0.61
Cl: 8.14 -1.78 -0.95  0.00
O: 2.88 -0.22 1.13  -0.50
H: -2.99 -0.57 -1.15  0.23
C: 4.26 -1.67 -0.05  -0.20
C: 2.55 2.21 0.85  -0.25
C: -4.73 -2.46 1.23  -0.28
H: 3.48 2.32 0.29  0.20
H: -2.44 0.64 -2.32  0.19
C: -2.66 0.46 -1.26  -0.21
C: 1.76 1.36 -1.32  -0.41
N: -3.72 1.36 -0.86  -0.44
C: -6.21 -2.53 -0.68  -0.28
H: 7.37 0.48 0.59  0.23
C: 5.48 -2.07 -0.55  -0.22
F: -5.82 -4.45 0.62  -0.32
H: -6.46 -0.69 -1.74  0.22
C: -5.10 -0.48 -0.10  -0.15
H: -1.87 4.13 -0.30  0.22
C: 6.60 -1.29 -0.32  -0.07
H: 3.36 1.19 2.59  0.18
H: -3.84 -0.56 1.63  0.22
H: 3.38 -2.27 -0.21  0.22

A cluster of 2 separate species, C22H24F6N3OS in total, computed with ωB97M-V/def2-TZVPD.

Properties
2S+1: 1
Orbital gap: 5.597 eV
Charge: +1

Each line ends with the natural charge from an NBO analysis.
CARTESIAN COORDINATES (ANGSTROEM)
N: 1.84 -0.09 5.58  -0.64
H: -1.27 -2.52 2.88  0.23
C: -1.51 -2.07 7.46  0.31
C: 2.76 1.05 7.51  -0.42
H: -4.01 -1.11 6.90  0.27
C: -5.72 -3.13 9.75  -0.12
N: -2.33 -2.59 8.45  -0.60
C: 1.80 -0.06 7.99  -0.41
C: 2.64 1.08 5.98  -0.22
H: 3.54 0.66 2.37  0.23
F: -7.26 -4.84 10.34  -0.32
H: 1.07 0.31 8.72  0.23
H: 3.62 1.05 5.49  0.19
C: -6.69 -0.91 6.85  0.98
H: 2.14 2.00 5.65  0.18
H: 3.80 0.84 7.82  0.22
H: -3.69 -2.03 2.39  0.25
C: -2.96 -1.22 2.48  -0.22
F: -6.01 0.17 6.35  -0.33
H: -0.39 1.69 2.80  0.23
H: 0.01 -3.17 8.31  0.40
C: 2.94 -0.25 2.36  -0.28
H: 3.07 -0.78 1.41  0.22
C: -4.34 -3.18 9.61  -0.21
H: 0.08 -0.06 6.64  0.21
C: -4.48 -1.69 7.70  -0.24
H: 1.24 0.13 4.80  0.34
C: -6.50 -2.38 8.86  -0.16
N: -0.20 -2.42 7.65  -0.60
C: 0.84 -2.05 6.68  -0.21
C: -6.41 -3.89 10.85  0.98
C: 0.71 -0.69 3.04  0.43
H: 2.48 2.01 7.94  0.22
C: -2.47 1.16 2.47  -0.22
H: -2.81 2.20 2.37  0.25
C: -0.69 -0.44 2.83  -0.13
O: 1.56 0.15 2.49  -0.41
F: -7.02 -1.70 5.77  -0.33
H: -1.87 -3.13 9.18  0.40
F: -7.86 -0.45 7.39  -0.32
H: 1.76 -2.59 6.96  0.22
C: 1.08 -0.55 6.71  -0.09
F: -5.54 -4.53 11.68  -0.32
C: -3.39 0.11 2.35  -0.09
H: 0.53 -2.34 5.66  0.19
H: 2.36 -0.88 8.47  0.21
S: -1.96 -1.11 6.17  -0.26
H: -7.58 -2.35 8.96  0.25
C: -3.72 -2.46 8.57  0.22
H: -3.73 -3.78 10.29  0.23
H: 1.08 -1.68 3.35  0.23
F: -7.17 -3.06 11.63  -0.32
C: -1.62 -1.50 2.73  -0.11
C: -5.86 -1.68 7.84  -0.12
H: -4.44 0.32 2.14  0.25
C: -1.13 0.90 2.70  -0.12
H: 3.23 -0.91 3.19  0.22

A cluster of 8 separate species, C22H24F7NO23 in total, computed with ωB97M-V/def2-TZVPD.

Properties
2S+1: 2
ΔE to the lowest compared entry with this formula, charge and spin: 0.0 kJ/mol
Orbital gap (spin up / spin down): 8.698 / 2.372 eV
⟨S²⟩: 0.7598
Charge: +1

Each line ends with the Löwdin spin population.
CARTESIAN COORDINATES (ANGSTROEM)
C: 3.23 -4.02 0.88  0.00
H: -2.88 0.05 1.37  0.00
H: 0.68 1.14 -6.23  0.00
O: -0.65 3.34 2.92  0.00
C: -2.51 4.38 -0.77  0.03
C: -4.41 3.42 -0.43  0.03
C: 3.60 -0.67 -1.21  0.00
H: 1.51 -1.16 -1.19  0.00
O: -2.50 0.36 3.97  0.02
F: 0.37 -5.64 2.17  0.00
F: -3.33 3.78 -2.90  0.00
H: 0.44 6.50 0.59  0.00
H: 2.16 1.25 -5.41  0.00
O: 3.95 -3.52 -0.22  0.00
O: 2.63 2.61 -1.65  0.00
O: 3.88 0.71 -1.48  0.00
O: -1.92 -1.57 0.43  0.01
H: 1.52 3.41 -4.41  0.00
O: -0.14 -2.72 1.44  0.00
H: 2.20 -3.67 0.76  0.00
C: 2.78 1.46 -1.26  0.00
C: 1.85 5.00 1.36  0.00
H: -3.07 2.02 5.91  0.00
F: 3.58 -1.27 -2.43  0.00
N: -3.13 1.41 3.87  0.00
H: 2.18 -1.05 0.44  0.00
C: 0.78 2.89 -5.02  0.00
H: 3.56 -5.98 1.54  0.00
F: 0.62 3.61 -6.15  0.00
C: 1.09 1.44 -5.27  0.00
C: -2.34 -0.27 0.48  0.01
O: 1.91 0.69 -0.64  0.00
H: -0.53 0.44 -0.43  0.00
C: -0.05 -8.42 1.01  0.00
H: 4.38 -1.09 -0.58  0.00
H: -2.46 -6.86 1.27  0.00
C: 0.02 3.99 2.18  0.00
C: -0.98 0.46 0.57  0.01
C: -0.59 1.63 -3.78  0.00
O: -4.68 4.46 -1.22  0.02
H: 2.68 4.67 0.74  0.00
H: -4.63 1.45 5.33  0.00
O: 0.30 -7.23 0.51  0.00
C: -3.75 2.03 5.06  0.00
F: 3.76 -3.64 2.02  0.00
C: -0.35 -6.22 1.20  0.00
O: 0.48 -9.49 0.73  0.00
O: 1.37 3.96 2.14  0.00
O: -3.29 1.95 2.77  0.12
O: -3.06 3.28 -0.15  0.10
O: -1.10 -8.30 1.84  0.00
C: -0.76 -1.70 1.17  0.00
H: -0.73 -5.41 0.57  0.00
H: 2.31 -6.00 0.28  0.00
H: -3.90 3.07 4.75  0.00
H: -3.34 5.61 -2.26  0.00
O: -1.54 1.32 -3.01  0.00
F: -3.02 -0.01 -0.65  0.01
H: -1.09 1.46 0.98  0.00
F: 0.68 4.98 -0.66  0.00
O: 4.31 -5.64 -0.29  0.00
C: 3.27 -5.57 0.57  0.00
O: -0.38 2.78 -4.19  0.00
C: 4.69 -4.44 -0.76  0.00
C: 0.61 5.43 0.58  0.00
H: -1.76 -6.55 2.87  0.00
H: -2.42 5.16 0.00  0.01
O: -0.43 4.80 1.30  0.00
C: -3.50 4.59 -1.91  0.01
C: -1.56 -6.97 1.88  0.00
H: -1.45 4.21 -0.96  0.01
O: 5.69 -4.33 -1.49  0.00
C: 2.28 -0.68 -0.58  0.00
O: -0.25 -0.46 1.37  0.00
O: -5.25 2.73 0.17  0.62
H: 2.08 5.88 1.96  0.00
O: 0.31 0.77 -4.33  0.00

A structure of composition C22H24F9GaN3O2S, computed with ωB97M-V/def2-TZVPD.

Properties
2S+1: 1
Orbital gap: 6.645 eV
Charge: -1

Each line ends with the natural charge from an NBO analysis.
CARTESIAN COORDINATES (ANGSTROEM)
C: 2.76 4.24 -0.79  0.58
H: 1.25 2.19 -6.09  -0.30
H: -4.33 -7.12 6.37  0.22
C: 3.97 5.22 -0.79  0.55
C: 3.62 2.51 -2.63  -0.46
H: -2.07 -6.20 6.84  0.19
F: 4.75 5.02 -1.86  -0.30
H: -1.04 4.69 -1.88  0.23
F: 3.98 2.33 -0.31  -0.35
H: -3.65 -6.24 2.23  0.22
C: -4.17 -6.76 4.25  -0.17
H: -2.00 3.25 -2.37  0.24
F: 4.71 5.00 0.31  -0.30
C: 3.09 2.79 -1.25  0.65
H: -1.43 -5.36 2.88  0.20
H: 3.50 1.43 -2.73  0.23
C: 0.48 -3.03 0.83  0.03
C: -2.18 0.00 -0.38  0.03
C: -1.01 3.71 -2.35  -0.88
H: -5.78 -0.75 -1.30  0.21
N: -2.76 0.73 -1.33  -0.40
F: 2.77 6.99 0.24  -0.31
H: 4.70 2.70 -2.57  0.21
H: 3.67 3.15 -4.67  0.21
H: -5.15 -7.15 4.01  0.22
O: -1.65 3.70 -4.88  -1.02
H: -0.51 -2.98 3.92  0.20
F: 1.93 2.11 -1.03  -0.32
C: -4.13 -1.32 -0.03  -0.19
H: -4.47 1.04 -2.42  0.20
S: -0.46 3.94 -4.06  1.71
C: 0.12 -3.22 3.08  0.03
Ga: 1.25 2.36 -4.51  0.67
F: 1.78 4.74 -1.56  -0.29
C: -3.34 -6.26 3.26  -0.26
H: -1.15 0.25 -0.15  0.20
H: 2.92 -4.89 2.23  0.21
H: 0.14 -2.62 -0.11  0.20
H: -0.32 3.04 -1.83  0.23
C: 2.96 3.21 -3.83  -0.89
H: 0.92 1.02 -3.69  -0.31
C: -4.03 0.44 -1.63  0.03
C: 2.02 -4.29 2.13  -0.18
C: -2.10 -5.76 3.63  0.04
H: 2.21 -3.99 0.01  0.22
F: 3.01 7.09 -1.91  -0.29
C: -4.75 -0.56 -1.01  -0.27
H: 2.80 4.28 -3.66  0.23
C: 1.25 -4.00 3.25  -0.26
H: 1.50 -4.37 4.23  0.22
C: -3.72 -6.74 5.56  -0.26
O: 0.09 5.31 -4.07  -1.02
F: 2.30 4.20 0.48  -0.31
C: 3.59 6.72 -0.78  0.92
F: 4.70 7.45 -0.62  -0.31
N: -0.27 -2.74 1.90  -0.44
H: -4.67 -2.12 0.47  0.20
H: -2.28 -1.60 1.06  0.24
N: -1.65 -5.74 4.88  -0.42
C: 1.63 -3.79 0.90  -0.25
C: -2.46 -6.23 5.82  0.03
C: -2.82 -1.03 0.30  -0.27

A structure of composition C22H24FI2N4O2, computed with ωB97M-V/def2-TZVPD.

Properties
2S+1: 1
Orbital gap: 6.701 eV
Charge: -1

Each line ends with the natural charge from an NBO analysis.
CARTESIAN COORDINATES (ANGSTROEM)
H: -0.04 -1.71 -5.92  0.21
C: 3.94 1.69 3.75  -0.16
C: 2.18 -1.68 8.00  -0.26
N: -0.66 0.49 -3.13  -0.67
C: -0.30 1.88 -0.38  0.03
C: -2.06 -0.62 -8.94  -0.26
H: -0.31 2.92 -0.72  0.15
H: -2.92 0.74 -7.51  0.20
H: -2.67 -0.26 -9.77  0.21
C: 0.89 -1.55 7.51  -0.17
C: -0.94 1.75 -3.63  0.07
C: -1.24 -0.02 -1.86  -0.14
H: 0.77 1.00 2.82  0.23
C: -3.27 1.12 -4.21  -0.68
H: -0.98 -2.09 -10.08  0.21
H: -4.19 1.61 -4.52  0.22
I: -2.49 3.91 -5.12  0.11
C: -0.31 -1.18 -1.35  0.76
F: -0.28 1.93 1.03  -0.40
H: -2.29 1.76 -1.20  0.19
C: -1.51 1.08 -0.85  -0.46
C: 0.17 -2.90 9.34  0.03
H: 3.02 -1.22 7.49  0.22
H: -2.19 -0.52 -2.08  0.18
C: 2.38 -2.43 9.15  0.03
C: -2.11 2.09 -4.17  -0.19
C: -0.14 -2.17 8.20  -0.26
O: -0.76 -2.32 -1.59  -0.77
H: 2.36 0.84 6.61  0.18
H: 0.62 1.39 -0.70  0.22
C: -0.60 -1.41 -6.80  0.05
H: 3.38 -2.55 9.55  0.19
C: -0.38 -2.03 -8.02  -0.26
H: -1.91 0.58 0.04  0.24
C: 1.64 1.14 3.46  0.05
H: 4.90 2.00 3.35  0.21
H: 4.61 1.54 5.80  0.21
H: 2.92 1.71 1.85  0.23
H: -0.74 -0.22 -3.85  0.39
N: 1.47 0.89 4.76  -0.44
H: -3.04 0.33 -4.93  0.25
H: 0.36 -2.82 -8.10  0.22
N: 1.41 -3.03 9.82  -0.43
H: -1.16 -2.11 7.86  0.22
C: 3.78 1.44 5.10  -0.28
H: -0.61 -3.40 9.90  0.19
H: 0.69 -0.98 6.61  0.25
N: -1.49 -0.44 -6.62  -0.43
C: -2.20 -0.06 -7.68  0.04
C: 2.53 1.04 5.55  0.02
H: -3.42 0.68 -3.23  0.24
C: -1.13 -1.63 -9.11  -0.17
C: 2.85 1.54 2.91  -0.25
O: 0.71 -0.83 -0.73  -0.77
I: 0.75 3.06 -3.68  0.05